{"formula": "C100H206N11O28", "method": "ωB97M-V/def2-TZVPD", "species": ["C", "C", "C", "C", "C", "C", "N", "O", "C", "C", "C", "H", "H", "H", "H", "H", "H", "H", "H", "H", "H", "H", "H", "H", "H", "H", "H", "H", "H", "C", "C", "C", "C", "C", "C", "N", "O", "C", "C", "C", "H", "H", "H", "H", "H", "H", "H", "H", "H", "H", "H", "H", "H", "H", "H", "H", "H", "H", "C", "C", "C", "C", "C", "C", "N", "O", "C", "C", "C", "H", "H", "H", "H", "H", "H", "H", "H", "H", "H", "H", "H", "H", "H", "H", "H", "H", "H", "C", "C", "C", "C", "C", "C", "N", "O", "C", "C", "C", "H", "H", "H", "H", "H", "H", "H", "H", "H", "H", "H", "H", "H", "H", "H", "H", "H", "H", "C", "C", "C", "N", "C", "C", "C", "C", "C", "H", "H", "H", "H", "H", "H", "H", "H", "H", "H", "H", "H", "H", "H", "H", "H", "H", "H", "C", "C", "C", "N", "C", "C", "C", "C", "C", "H", "H", "H", "H", "H", "H", "H", "H", "H", "H", "H", "H", "H", "H", "H", "H", "H", "H", "C", "C", "C", "N", "C", "C", "C", "C", "C", "H", "H", "H", "H", "H", "H", "H", "H", "H", "H", "H", "H", "H", "H", "H", "H", "H", "H", "C", "C", "C", "N", "C", "C", "C", "C", "C", "H", "H", "H", "H", "H", "H", "H", "H", "H", "H", "H", "H", "H", "H", "H", "H", "H", "H", "C", "C", "C", "N", "C", "C", "C", "C", "C", "H", "H", "H", "H", "H", "H", "H", "H", "H", "H", "H", "H", "H", "H", "H", "H", "H", "H", "C", "C", "C", "N", "C", "C", "C", "C", "C", "H", "H", "H", "H", "H", "H", "H", "H", "H", "H", "H", "H", "H", "H", "H", "H", "H", "H", "C", "C", "C", "N", "C", "C", "C", "C", "C", "H", "H", "H", "H", "H", "H", "H", "H", "H", "H", "H", "H", "H", "H", "H", "H", "H", "H", "O", "C", "O", "O", "H", "O", "C", "O", "O", "H", "O", "C", "O", "O", "H", "O", "C", "O", "O", "H", "O", "C", "O", "O", "H", "O", "C", "O", "O", "H", "O", "C", "O", "O", "H", "O", "C", "O", "O", "H"], "coordinates": [[-9.6913, 0.4246, 1.1912], [-8.2999, -0.2610, 1.1441], [-8.5186, -1.7503, 1.4175], [-7.2511, -2.6310, 1.3826], [-6.7472, -2.4942, -0.0624], [-6.6143, -1.1378, -0.7190], [-7.7412, -0.2530, -0.3096], [-7.9747, 0.7734, -1.1743], [-6.6666, -1.3581, -2.3005], [-5.2448, -0.5175, -0.2691], [-7.3371, 0.2826, 2.1703], [-10.1394, 0.2633, 2.1717], [-10.4903, -0.0183, 0.5966], [-9.6158, 1.4938, 0.9934], [-9.3119, -2.0431, 0.7298], [-8.9957, -1.8825, 2.3886], [-7.5739, -3.6604, 1.5386], [-6.4955, -2.3139, 2.1014], [-7.3260, -3.0818, -0.7750], [-5.7831, -2.9984, 0.0047], [-7.6984, -1.4437, -2.6412], [-6.2346, -2.3232, -2.5652], [-6.2708, -0.5571, -2.9248], [-5.1309, 0.5503, -0.4562], [-4.5340, -0.9123, -0.9950], [-4.9299, -0.7627, 0.7452], [-6.3362, -0.1298, 2.2979], [-7.8090, 0.3088, 3.1525], [-7.1395, 1.3427, 2.0112], [-3.8326, -0.3573, 6.5563], [-5.3125, -0.1913, 6.3298], [-6.0329, -1.1217, 7.3448], [-6.1192, -0.6266, 8.7410], [-6.9061, 0.6619, 8.7576], [-6.2300, 1.8095, 7.9208], [-5.8564, 1.2629, 6.5744], [-5.7679, 2.2068, 5.5607], [-4.9253, 2.3840, 8.6521], [-7.1717, 2.9387, 7.8530], [-5.7111, -0.6742, 4.8939], [-3.3836, -1.3462, 6.4629], [-3.4932, 0.0235, 7.5195], [-3.3850, 0.3450, 5.8531], [-5.5260, -2.0668, 7.1499], [-7.0791, -1.2586, 7.0711], [-5.1708, -0.4348, 9.2430], [-6.6214, -1.3904, 9.3345], [-6.9551, 0.9367, 9.8113], [-7.9506, 0.5566, 8.4644], [-4.3943, 3.2825, 8.3378], [-4.1684, 1.6359, 8.8876], [-5.2320, 2.7326, 9.6382], [-7.9466, 2.8315, 7.0939], [-6.6426, 3.8436, 7.5542], [-7.6873, 3.2272, 8.7690], [-5.3343, -1.6695, 4.6584], [-5.3212, 0.0023, 4.1333], [-6.7998, -0.6858, 4.8418], [2.3777, 0.3121, -0.3829], [0.8901, 0.0452, -0.6342], [0.1959, 0.0434, 0.7596], [-1.3185, 0.1143, 0.7066], [-1.6883, 1.5159, 0.1491], [-1.1341, 1.6050, -1.3196], [0.3086, 1.2234, -1.4419], [0.8489, 1.5768, -2.7337], [-1.2466, 3.1470, -1.5183], [-1.9628, 0.7931, -2.2922], [0.6526, -1.2630, -1.3922], [3.0341, 0.4429, -1.2432], [2.8490, -0.4176, 0.2756], [2.4268, 1.2436, 0.1811], [0.4879, 0.9249, 1.3304], [0.4864, -0.8077, 1.3755], [-1.6531, 0.0418, 1.7414], [-1.7793, -0.7728, 0.2721], [-1.1982, 2.3223, 0.6948], [-2.7737, 1.6152, 0.1531], [-2.2115, 3.4792, -1.1350], [-0.9887, 3.5434, -2.5003], [-0.4805, 3.7293, -1.0064], [-1.5739, 0.8166, -3.3102], [-2.9689, 1.2073, -2.3582], [-2.0862, -0.2242, -1.9209], [1.1770, -1.3009, -2.3470], [-0.3605, -1.6567, -1.4738], [1.0821, -2.0869, -0.8223], [-5.5941, 3.5298, -5.9160], [-4.9752, 3.5592, -4.4884], [-3.4538, 3.2363, -4.4302], [-2.6128, 4.3339, -4.9390], [-2.8314, 5.5367, -4.0949], [-4.3002, 6.1102, -3.8971], [-5.3097, 4.8973, -3.7928], [-6.6192, 5.2583, -3.6867], [-4.6265, 7.0439, -5.0673], [-4.3713, 6.8632, -2.5342], [-5.6644, 2.4377, -3.6023], [-5.6161, 2.5121, -6.3055], [-5.1369, 4.1602, -6.6786], [-6.6382, 3.8239, -5.8088], [-3.3045, 2.3422, -5.0356], [-3.1962, 2.9273, -3.4172], [-2.7759, 4.5554, -5.9937], [-1.5707, 4.0263, -4.8525], [-2.1861, 6.2885, -4.5494], [-2.4959, 5.2516, -3.0978], [-5.6765, 7.3366, -5.0679], [-4.6470, 6.4638, -5.9899], [-3.9301, 7.8783, -5.1506], [-5.2941, 7.4247, -2.3881], [-3.6187, 7.6456, -2.4364], [-4.1670, 6.1825, -1.7079], [-5.7207, 1.4877, -4.1337], [-6.7309, 2.6050, -3.4516], [-5.1973, 2.1152, -2.6717], [11.6694, -5.4936, 0.5255], [10.2374, -5.4604, -0.1006], [9.6278, -4.0503, -0.1572], [8.3422, -3.8982, -1.0405], [7.4952, -5.1259, -0.9424], [8.7162, -3.7478, -2.5626], [8.5579, -2.2320, -2.8190], [8.1323, -1.4795, -1.5596], [7.6133, -2.6133, -0.7168], [11.7179, -5.6896, 1.5966], [12.1740, -4.5356, 0.4001], [12.3545, -6.1602, 0.0016], [9.6138, -6.0481, 0.5730], [10.3356, -5.9360, -1.0764], [10.4118, -3.4714, -0.6454], [9.3114, -3.6540, 0.8077], [7.3331, -5.3267, 0.1166], [7.9946, -5.9440, -1.4614], [6.5448, -4.8700, -1.4106], [8.0358, -4.3268, -3.1871], [9.7153, -4.1618, -2.6984], [7.7804, -2.0611, -3.5636], [9.4394, -1.7282, -3.2155], [7.4248, -0.7194, -1.8910], [8.9333, -0.9482, -1.0455], [6.5765, -2.7688, -1.0151], [7.5574, -2.5347, 0.3689], [4.1086, 5.0620, -2.0339], [4.3041, 3.5680, -2.3709], [4.8854, 3.3850, -3.8391], [4.7644, 1.9959, -4.5856], [5.7644, 1.1542, -3.7437], [5.1399, 1.9815, -6.1023], [3.9697, 1.2966, -6.8503], [3.3822, 0.4209, -5.7445], [3.3285, 1.3622, -4.6584], [3.6895, 5.7222, -2.7932], [5.0422, 5.5034, -1.6853], [3.5095, 5.2469, -1.1422], [3.2792, 3.2003, -2.3197], [4.8412, 2.9876, -1.6207], [5.9435, 3.6445, -3.8045], [4.4828, 4.0312, -4.6190], [6.7644, 1.5067, -3.9961], [5.7343, 0.0992, -4.0164], [5.5610, 1.1834, -2.6732], [6.0158, 1.3449, -6.2270], [5.2118, 2.9819, -6.5290], [4.3631, 0.5912, -7.5823], [3.2483, 2.0314, -7.2077], [4.0745, -0.4055, -5.5835], [2.4160, 0.0032, -6.0276], [3.1566, 0.9520, -3.6633], [2.6682, 2.2225, -4.7676], [9.6507, -0.9285, 2.5683], [8.5962, 0.1168, 2.0500], [7.1597, -0.0832, 2.5121], [6.1461, 1.0263, 2.0518], [5.8346, 0.8224, 0.5336], [6.4441, 2.4983, 2.2791], [5.1226, 3.2006, 2.2273], [4.1464, 2.3014, 2.8847], [4.7615, 0.9198, 2.7851], [9.3430, -1.1881, 3.5813], [10.6488, -0.4907, 2.5567], [9.7359, -1.7587, 1.8671], [8.5730, 0.1321, 0.9603], [8.9280, 1.1276, 2.2870], [7.2145, 0.0049, 3.5972], [6.5940, -0.9792, 2.2566], [6.7957, 0.8484, 0.0201], [5.1270, 1.5924, 0.2263], [5.3958, -0.1609, 0.3640], [7.0149, 2.8685, 1.4275], [7.0667, 2.6615, 3.1587], [4.8223, 3.4569, 1.2113], [5.3923, 4.1124, 2.7603], [3.1556, 2.2595, 2.4322], [3.8680, 2.6925, 3.8633], [4.1222, 0.1253, 2.4002], [5.0359, 0.6126, 3.7942], [-1.7967, 6.9149, 0.7214], [-2.7844, 6.0766, 1.5376], [-2.1181, 5.3525, 2.7688], [-3.1458, 4.3867, 3.5344], [-4.4743, 5.1987, 3.6450], [-2.6016, 3.9639, 4.9126], [-1.8462, 2.7264, 4.8403], [-2.3083, 1.9862, 3.6287], [-3.2455, 2.9556, 2.8826], [-1.2162, 7.6377, 1.2947], [-2.2962, 7.4124, -0.1099], [-1.0988, 6.3127, 0.1397], [-3.3219, 5.3086, 0.9814], [-3.4828, 6.8539, 1.8476], [-1.8727, 6.1111, 3.5121], [-1.2494, 4.7557, 2.4907], [-4.1752, 6.1244, 4.1368], [-5.1188, 4.5273, 4.2123], [-4.8961, 5.3062, 2.6457], [-3.5094, 3.7776, 5.4864], [-2.0584, 4.7800, 5.3890], [-1.8883, 2.2131, 5.8009], [-0.7861, 2.9599, 4.7416], [-2.8861, 1.0912, 3.8596], [-1.5154, 1.7000, 2.9376], [-4.2549, 2.5465, 2.9244], [-2.9632, 3.0611, 1.8351], [1.5372, -5.4525, 4.4347], [2.2190, -4.0984, 4.6011], [1.2720, -3.1591, 5.3708], [1.6761, -1.6466, 5.4689], [3.1181, -1.5909, 5.9235], [0.8181, -0.7637, 6.4252], [0.4046, 0.4481, 5.5848], [1.3046, 0.4586, 4.3714], [1.6093, -0.9981, 4.1194], [1.5670, -6.1349, 5.2841], [1.9058, -6.0623, 3.6097], [0.4719, -5.3541, 4.2261], [2.5037, -3.6389, 3.6546], [3.1769, -4.2182, 5.1072], [1.1061, -3.5515, 6.3741], [0.3146, -3.1358, 4.8503], [3.4061, -0.5441, 6.0201], [3.8942, -1.9914, 5.2712], [3.2589, -2.2166, 6.8048], [1.4801, -0.4461, 7.2308], [-0.0980, -1.2852, 6.7028], [0.6345, 1.2725, 6.2599], [-0.6706, 0.5117, 5.4177], [2.1467, 1.0580, 4.7173], [0.9644, 0.9945, 3.4853], [2.5784, -1.1036, 3.6318], [0.8173, -1.4032, 3.4896], [1.4470, -3.1123, -5.1029], [-0.1028, -3.3273, -5.2699], [-0.9224, -2.0359, -5.4295], [-2.1297, -2.0266, -6.3914], [-1.7865, -2.2799, -7.8659], [-2.8590, -0.6379, -6.3089], [-4.0048, -0.8478, -5.2825], [-4.3866, -2.3625, -5.3300], [-3.0908, -3.1350, -5.8950], [2.0634, -3.9800, -5.3380], [1.7716, -2.7523, -4.1266], [1.7823, -2.4204, -5.8755], [-0.5711, -3.7620, -4.3868], [-0.2823, -3.9856, -6.1199], [-0.2607, -1.2413, -5.7741], [-1.2829, -1.6133, -4.4916], [-1.4231, -3.3062, -7.8131], [-1.0246, -1.6053, -8.2564], [-2.6573, -2.1868, -8.5149], [-3.2325, -0.2223, -7.2448], [-2.1406, 0.0410, -5.8496], [-4.8455, -0.1698, -5.4298], [-3.7222, -0.6938, -4.2411], [-5.1742, -2.4559, -6.0777], [-4.8221, -2.6939, -4.3874], [-3.2501, -3.9474, -6.6041], [-2.6053, -3.5847, -5.0290], [5.2713, -7.9122, -1.1477], [4.1277, -6.8080, -1.1787], [2.7665, -7.4238, -0.9699], [1.5919, -6.3948, -0.9415], [1.3065, -5.8073, -2.3445], [1.9738, -5.1934, -0.0510], [0.6253, -4.7860, 0.4701], [-0.2341, -6.0390, 0.7578], [0.2880, -7.0032, -0.3485], [5.3846, -8.5072, -0.2414], [6.2404, -7.5620, -1.5032], [5.1203, -8.5366, -2.0283], [4.0947, -6.3389, -2.1620], [4.4607, -6.0006, -0.5266], [2.7032, -7.8663, 0.0243], [2.5888, -8.1330, -1.7782], [1.0437, -6.5793, -3.0677], [2.0743, -5.2327, -2.8626], [0.4067, -5.2220, -2.1552], [2.5164, -4.4275, -0.6052], [2.5733, -5.6302, 0.7477], [0.1676, -4.1812, -0.3128], [0.7674, -4.1900, 1.3716], [-1.2890, -5.7655, 0.7362], [0.0457, -6.5545, 1.6765], [-0.4291, -7.1588, -1.1545], [0.3730, -7.9934, 0.0992], [0.1430, 5.8642, -3.0557], [0.1598, 7.0909, -2.4418], [1.1216, 7.1708, -1.6937], [-0.6305, 7.9893, -2.6555], [0.9940, 5.7786, -2.6197], [4.2633, -2.5608, 0.5951], [4.9485, -3.0885, 1.6326], [4.9228, -2.7282, 2.8212], [5.7354, -3.9978, 1.3241], [4.7300, -3.3147, 0.2271], [0.5531, 3.0906, -6.9151], [0.0736, 1.8830, -6.8465], [-0.1238, 1.5050, -5.7121], [-0.1588, 1.2055, -7.8554], [0.7060, 3.1999, -5.9737], [-6.3900, 3.4955, 1.2049], [-5.7409, 3.8618, 0.1478], [-4.6600, 3.3552, -0.1119], [-6.3135, 4.6364, -0.6032], [-6.9653, 4.1032, 0.7345], [-1.6621, -2.9650, 2.3743], [-2.5407, -2.2640, 3.0142], [-3.6096, -2.2624, 2.4463], [-2.1641, -1.5034, 3.9126], [-2.4427, -3.0881, 1.8292], [1.0527, 5.6233, 1.4021], [1.3051, 4.3555, 1.5422], [1.1395, 3.8440, 2.6474], [1.6913, 3.7402, 0.5303], [1.2192, 5.5573, 0.4590], [-2.7760, -3.4872, -0.1126], [-2.4955, -3.8091, -1.3718], [-2.7073, -2.8707, -2.1823], [-2.2078, -4.9435, -1.6815], [-3.0811, -2.6724, -0.5183], [4.3074, -1.5875, -2.2674], [4.5506, -2.7539, -2.8601], [4.2694, -3.7291, -2.1782], [5.0650, -2.7773, -3.9944], [3.9021, -2.0349, -1.5210]], "forces_ev_per_a": [[0.34, 0.33, 0.11], [-1.60, -1.20, -0.29], [-0.19, -0.71, 0.71], [-1.62, 1.31, -1.62], [0.54, -1.77, 0.43], [0.44, -0.38, -1.08], [0.65, 7.08, -4.08], [0.65, -6.43, 5.76], [-0.68, 0.36, 0.65], [0.12, 0.73, -0.71], [0.92, 2.11, 0.14], [0.60, 0.25, 0.40], [0.58, -0.11, -0.78], [-0.11, -0.07, 0.00], [0.27, -0.66, -0.32], [-0.04, 0.55, 0.20], [0.37, 0.02, 0.16], [-0.06, -0.17, 0.02], [-0.39, -0.32, 0.44], [0.41, 0.34, -0.77], [-0.27, 0.00, 0.33], [0.48, 0.21, 0.34], [0.43, 0.05, 0.45], [-0.58, 0.35, 0.28], [0.09, -0.61, 0.14], [-0.19, -0.20, -0.06], [-0.39, -0.62, -0.46], [-0.40, -0.56, -0.19], [-0.03, 0.24, -0.42], [1.36, 2.61, 0.22], [-2.02, -1.86, -0.30], [-0.31, 0.13, -1.15], [0.23, -0.12, 0.64], [0.64, 0.12, 0.40], [0.37, -0.81, 1.73], [2.38, 5.52, -5.41], [-0.77, -6.42, 6.21], [0.38, -0.81, 0.86], [-0.88, 2.31, -1.52], [-0.06, 1.24, 0.56], [-0.77, -0.08, -0.60], [-0.33, -0.08, 0.33], [0.58, -0.45, -0.31], [-0.09, -0.13, 0.51], [-0.04, -0.12, -0.52], [0.25, -0.20, -0.15], [-0.07, 0.10, 0.14], [0.05, 0.71, -0.13], [0.05, -0.13, -0.41], [-0.44, -0.15, -1.28], [-0.12, -0.20, -0.34], [-0.71, -0.34, 0.08], [-0.09, -0.35, -0.01], [0.01, 0.10, -0.08], [0.33, -0.69, 0.30], [0.26, 0.07, 0.35], [0.11, -0.07, 0.09], [0.00, -0.03, -0.09], [0.38, 0.96, 0.25], [0.84, 0.24, 1.00], [-0.56, 0.23, -0.24], [0.04, 0.76, 1.07], [0.90, -2.81, -0.86], [-0.50, 3.03, 1.51], [1.52, 0.30, -8.13], [-2.87, -2.19, 8.82], [0.99, 0.66, -1.03], [-0.28, -0.57, -0.44], [0.07, -0.82, -0.31], [-0.38, -0.27, -0.35], [-0.43, -0.54, -0.18], [-0.03, 0.38, -0.03], [0.46, 0.24, -0.20], [0.36, -0.34, -0.56], [-0.10, -0.01, 0.16], [-0.08, 0.25, -0.64], [-0.09, -0.16, 0.33], [0.05, 0.49, -0.40], [-0.17, -0.08, -0.34], [-0.73, -0.49, -0.57], [0.19, -0.54, 0.92], [0.32, -0.07, 0.02], [0.06, 0.30, 0.37], [0.16, -0.22, -0.26], [-0.21, 0.32, -0.15], [-0.42, 0.79, -0.35], [0.58, 0.32, 0.52], [-0.65, 0.51, 0.50], [-0.16, -2.22, 1.96], [-1.31, -0.53, -0.36], [0.28, -0.04, -0.50], [-0.61, 0.52, 0.80], [1.85, 0.12, 1.39], [-6.93, 3.69, -2.55], [8.46, -2.82, -0.14], [-1.75, -1.33, -0.78], [0.05, 0.05, -0.08], [-0.89, -0.40, -0.83], [0.34, -0.08, 0.31], [0.27, 0.12, 0.36], [-0.05, 0.08, -0.15], [-0.24, -0.21, -0.15], [0.02, 0.47, 0.05], [-0.14, -0.20, -0.17], [0.14, 0.19, -0.07], [-0.22, 0.62, 0.83], [0.36, 0.52, 0.07], [0.07, 0.67, 0.63], [0.75, -0.04, -0.28], [-0.07, -0.22, 0.34], [-0.35, -0.57, -0.08], [0.53, -0.22, -0.69], [-0.37, -0.13, 0.00], [0.47, 0.11, -0.75], [0.06, 0.60, 0.34], [0.25, 1.04, 0.22], [0.18, 0.97, -0.33], [0.23, -0.30, 1.24], [-0.08, -0.18, -1.27], [1.37, -0.32, -1.44], [-0.37, 0.51, 0.61], [0.04, 0.98, 1.04], [0.57, 0.53, -1.12], [0.93, -0.55, 0.23], [-1.74, -0.47, 0.62], [-0.32, -0.20, -0.13], [-0.09, 0.33, -0.02], [-0.40, -0.39, 0.10], [-0.13, -0.40, -0.47], [-0.46, 0.16, -0.07], [-0.33, 0.75, 0.24], [0.39, -0.18, 0.02], [-0.13, -0.18, -0.16], [-0.03, 0.15, 0.17], [-0.06, -0.23, -0.05], [-0.20, 0.07, 0.39], [0.00, 0.22, 0.08], [-0.07, -0.37, -0.05], [0.25, -0.48, -0.13], [-0.47, -0.28, 0.58], [0.35, -0.10, -0.21], [-0.06, -0.33, -0.07], [0.29, 0.24, -0.04], [1.20, 0.44, 1.02], [-1.54, 0.17, -1.78], [-0.53, -0.07, -0.65], [0.89, -0.49, 1.50], [-0.47, -0.69, -1.39], [-0.60, -0.15, -0.22], [0.52, -0.72, 0.81], [-0.20, -0.61, -1.96], [0.90, 1.50, 3.54], [0.03, -0.46, -0.29], [0.41, 0.14, -0.51], [-0.53, -0.66, -0.11], [-0.10, -0.53, -0.27], [0.39, 0.32, -0.09], [0.13, -0.37, -0.17], [-0.54, 0.53, 0.67], [-0.12, 0.25, 0.21], [-0.34, -0.07, -0.24], [-0.24, 0.47, -0.24], [0.23, 0.56, 0.18], [0.69, 0.08, 0.62], [-0.11, 0.70, -0.58], [0.06, -0.26, -0.33], [-0.08, -0.16, 0.44], [-0.11, 0.18, 0.19], [-0.11, -0.10, -0.01], [-0.20, -0.18, -0.38], [-0.99, 1.06, -0.59], [0.20, -0.05, -1.32], [-0.72, 1.30, 0.86], [-1.48, -0.38, -1.07], [0.63, -0.13, 1.26], [1.26, -0.62, -1.61], [0.85, 1.32, -0.05], [-1.67, -0.27, -0.15], [1.14, -0.81, 1.78], [0.43, -0.50, -0.09], [-0.16, 0.21, 0.30], [-0.41, -0.30, 0.44], [0.34, -0.23, -0.23], [-0.10, 0.02, 0.43], [-0.53, -0.10, 0.15], [0.55, -0.39, 0.01], [-0.20, 0.37, -0.14], [0.25, -0.01, -0.04], [-0.07, -0.06, 0.32], [0.46, -0.26, 0.06], [-0.42, -0.34, 0.28], [0.12, 0.10, 0.02], [-0.96, 0.39, -0.05], [0.06, 0.51, -0.60], [0.56, -0.63, 0.47], [0.39, 0.08, -0.51], [0.12, -0.35, 0.02], [0.46, -0.93, -1.16], [0.62, -0.02, 0.91], [-1.38, 0.10, -0.33], [0.81, -0.35, -0.47], [1.41, -2.08, -0.03], [-1.99, 2.39, 0.31], [2.47, -0.50, 0.21], [-0.91, -0.10, -0.99], [0.05, 0.75, -0.57], [-0.18, -0.09, 0.07], [-0.38, 0.40, 0.37], [0.34, -0.21, 0.42], [0.03, 0.14, -0.51], [-0.42, -0.47, 0.52], [0.29, -0.22, 0.10], [0.07, 0.02, 0.15], [-0.51, -0.05, -0.06], [-0.21, 0.50, 0.25], [0.20, 0.21, 0.23], [-0.22, 0.21, 0.17], [-0.13, 0.14, -0.19], [-0.38, -0.23, -0.08], [0.17, 0.07, -0.22], [0.21, -0.19, -0.03], [0.20, 0.00, 0.45], [-0.25, 0.75, 0.01], [-0.38, 0.16, 0.11], [-0.68, -0.59, -0.30], [0.28, 0.56, 0.26], [-0.37, 0.47, -0.18], [1.08, -1.49, -0.07], [0.54, 0.04, 0.24], [-0.14, -0.49, -1.39], [-0.46, 0.61, 1.16], [0.24, 0.74, 0.46], [0.33, 0.71, -0.75], [0.32, 0.39, 0.37], [0.41, 0.33, -0.12], [-0.14, 0.29, -0.11], [-0.22, -0.12, -0.26], [-0.05, -0.02, 0.20], [0.09, 0.35, 0.17], [-0.14, 0.06, 0.07], [-0.23, -0.05, 0.61], [-0.79, -0.28, -0.99], [-0.40, 0.61, 0.46], [-0.35, -0.52, 0.15], [0.52, -0.41, 0.38], [-0.11, 0.51, -0.38], [0.17, -0.60, -0.36], [0.63, -0.34, -0.38], [-0.37, -0.11, 0.10], [-0.09, -0.44, -0.09], [-0.09, -0.44, 0.38], [-0.72, 0.19, -0.70], [-0.20, 0.08, 0.50], [0.94, 1.65, -1.01], [-0.92, 0.29, -0.92], [0.62, -0.61, 1.05], [-0.14, -0.49, 2.36], [0.34, -1.26, 0.37], [0.28, 0.36, -2.10], [-0.87, 1.34, 2.09], [-0.43, -0.43, 0.27], [-0.22, 0.13, 0.00], [-0.05, 0.40, 0.15], [0.45, -0.72, 0.06], [0.06, -0.08, 0.03], [-0.07, 0.19, -0.51], [-0.39, -0.55, 0.18], [0.07, 0.09, -0.76], [0.06, 0.19, 0.52], [-0.19, -0.16, 0.48], [0.44, -0.67, -0.23], [0.31, 0.20, -0.63], [-0.06, -0.19, -0.43], [0.67, 0.38, -0.05], [-0.10, -0.24, -0.08], [0.69, -0.34, -0.04], [-0.19, 0.60, -0.34], [0.01, 0.01, -0.06], [-0.84, 0.45, -1.63], [1.65, -0.30, -0.47], [-0.62, 0.87, 0.91], [1.39, -0.11, -1.29], [-1.09, -0.60, 0.35], [-0.83, -1.62, 0.40], [-0.20, 0.69, 0.76], [1.67, 0.17, -1.08], [-1.06, 0.21, -0.29], [-0.21, 0.20, -0.06], [0.10, 0.80, 0.79], [-0.62, -0.81, 0.33], [0.40, -0.02, -0.17], [-0.64, -0.05, 0.43], [-0.04, -0.44, -0.17], [-0.32, -0.11, 0.27], [-0.16, -0.43, 0.47], [0.54, 0.14, 1.05], [0.02, 0.21, -0.45], [0.10, -0.30, -0.11], [0.24, 0.22, 0.01], [-0.48, 0.10, 0.29], [-0.25, 0.28, -0.09], [0.09, -0.41, -0.25], [-0.18, 0.59, 0.39], [0.15, 0.48, -0.19], [1.05, 0.03, -0.27], [-1.08, -0.83, -1.11], [-1.29, 2.52, -0.12], [3.04, -0.29, 2.54], [-2.20, 0.05, -1.07], [1.27, -2.01, -0.08], [-0.75, 0.81, 0.84], [2.00, 0.07, 5.45], [-1.88, 2.16, 0.28], [0.66, -1.57, -2.22], [-0.28, -1.06, -4.20], [1.63, 2.92, -0.91], [-1.20, -2.73, -3.13], [-0.83, -1.92, 5.24], [0.09, 0.16, -1.02], [0.11, 1.05, 0.34], [-1.30, -0.98, 3.15], [5.11, -1.39, -3.85], [3.13, -1.63, 0.17], [-2.11, 2.33, -1.24], [-4.54, 1.30, 1.65], [2.82, -2.05, -0.29], [1.76, 4.20, 3.06], [-5.30, 0.21, -1.02], [0.46, 0.73, 2.33], [0.37, -2.57, -3.53], [-0.33, 1.66, -0.56], [0.29, -2.55, 1.66], [-0.59, -0.97, 2.21], [0.61, -1.04, -1.99], [-0.08, 2.11, -1.40], [-0.14, 0.23, 1.18], [-0.08, -1.95, -2.66], [0.02, 1.92, -0.80], [1.36, -2.07, 0.14], [-0.94, 2.06, 1.68], [-0.49, 1.97, 0.63], [2.14, -0.99, -4.08], [-1.02, -2.58, 2.06], [0.06, 0.89, 0.13], [-0.51, 0.95, 1.41]], "energy_ev": -180717.1656, "e_lumo_ev": -9.61, "total_charge": 3}